# 1
A cluster of 19 separate species, C26H37Cl54NP in total, computed with the ωB97M-V functional and the def2-TZVPD basis.

Summary:
* multiplicity: 1
* LUMO level: 0.0440 Ha
* net charge: -1

Geometry (Å):
C  -1.711  5.379  1.613
C  -1.366  3.954  2.090
C  -1.210  2.916  0.939
C  -1.582  1.490  1.418
C  -3.087  1.180  1.594
C  -4.019  1.699  0.472
C  -4.480  3.175  0.626
C  -5.740  3.243  1.530
P  -4.830  3.866  -0.972
N  -3.991  5.141  -1.479
H  -1.095  5.680  0.744
H  -2.779  5.465  1.354
H  -1.498  6.114  2.417
H  -0.384  4.007  2.613
H  -2.128  3.603  2.813
H  -0.143  2.875  0.637
H  -1.823  3.221  0.072
H  -1.133  0.713  0.764
H  -1.095  1.377  2.414
H  -3.463  1.488  2.593
H  -3.171  0.070  1.582
H  -4.923  1.042  0.493
H  -3.488  1.554  -0.488
H  -5.446  3.264  2.600
H  -6.414  2.373  1.361
H  -6.274  4.189  1.343
H  -6.226  4.163  -1.029
H  -4.655  2.832  -1.940
H  -3.338  5.371  -0.733
C  0.376  -1.675  3.356
Cl  -1.375  -1.577  3.235
Cl  1.094  -1.558  1.756
Cl  1.000  -0.401  4.415
H  0.645  -2.627  3.787
C  1.401  -0.529  -2.302
Cl  0.884  1.138  -2.086
Cl  2.490  -1.046  -1.012
Cl  0.000  -1.599  -2.389
H  1.936  -0.599  -3.241
C  -0.450  2.974  5.573
Cl  -0.668  4.722  5.600
Cl  0.386  2.427  7.035
Cl  -1.996  2.155  5.383
H  0.164  2.723  4.716
C  1.733  3.294  -4.929
Cl  0.869  3.097  -6.463
Cl  2.984  2.055  -4.801
Cl  2.413  4.901  -4.691
H  1.015  3.129  -4.135
C  -1.448  -0.048  -8.126
Cl  -3.069  -0.171  -8.809
Cl  -0.580  1.332  -8.808
Cl  -1.504  0.044  -6.369
H  -0.902  -0.943  -8.396
C  0.908  -5.755  0.645
Cl  0.712  -5.178  2.305
Cl  0.771  -4.426  -0.503
Cl  2.442  -6.599  0.447
H  0.113  -6.455  0.440
C  0.080  -7.713  -3.321
Cl  0.342  -6.375  -4.434
Cl  1.616  -8.500  -2.921
Cl  -0.749  -7.165  -1.868
H  -0.551  -8.447  -3.804
C  1.753  -5.632  6.181
Cl  0.268  -4.932  5.531
Cl  3.128  -4.559  5.918
Cl  1.566  -6.025  7.886
H  1.947  -6.550  5.641
C  5.156  -9.640  0.079
Cl  3.709  -9.315  -0.879
Cl  5.557  -8.248  1.080
Cl  4.959  -11.094  1.062
H  5.976  -9.808  -0.608
C  -7.337  6.613  3.420
Cl  -6.270  6.994  2.072
Cl  -8.532  5.399  2.955
Cl  -6.414  6.069  4.823
H  -7.867  7.514  3.697
C  3.651  5.934  -9.389
Cl  3.181  5.679  -11.074
Cl  2.662  4.969  -8.296
Cl  5.358  5.564  -9.139
H  3.497  6.979  -9.155
C  7.582  -5.575  -1.729
Cl  7.252  -3.886  -1.350
Cl  8.660  -6.291  -0.527
Cl  6.084  -6.495  -1.855
H  8.082  -5.612  -2.688
C  2.377  -4.926  -7.720
Cl  1.506  -4.881  -9.254
Cl  1.479  -4.063  -6.467
Cl  2.733  -6.587  -7.250
H  3.320  -4.414  -7.857
C  -5.188  3.006  7.495
Cl  -4.797  4.715  7.317
Cl  -5.687  2.644  9.154
Cl  -6.426  2.519  6.342
H  -4.289  2.439  7.285
C  4.259  -0.353  6.032
Cl  3.958  0.431  7.582
Cl  4.368  0.828  4.734
Cl  5.716  -1.352  6.104
H  3.419  -1.000  5.817
C  -0.125  -9.051  10.324
Cl  -0.999  -8.589  8.866
Cl  0.681  -10.607  10.110
Cl  1.034  -7.807  10.801
H  -0.845  -9.156  11.125
C  7.791  4.809  -6.110
Cl  6.104  4.339  -5.949
Cl  8.317  4.752  -7.799
Cl  8.069  6.414  -5.429
H  8.393  4.102  -5.555
C  -3.906  5.445  -4.921
Cl  -3.791  5.891  -6.639
Cl  -5.486  4.777  -4.553
Cl  -2.621  4.324  -4.491
H  -3.782  6.343  -4.330

=====

# 2
A structure of composition C26H37GaINO2SSb, computed with the ωB97M-V functional and the def2-TZVPD basis.

Summary:
* multiplicity: 1
* LUMO level: -0.1156 Ha
* net charge: +1

Geometry (Å):
Ga  1.516  -0.284  0.001
S  2.718  -0.048  -4.264
C  1.935  -0.563  -2.831
N  2.241  0.084  -1.730
C  3.168  1.073  -2.021
C  3.734  1.973  -1.094
C  4.663  2.925  -1.526
C  5.033  2.991  -2.866
C  4.487  2.111  -3.805
C  3.555  1.158  -3.361
H  1.226  -1.381  -2.839
H  3.442  1.918  -0.050
H  5.096  3.617  -0.808
H  5.757  3.737  -3.189
H  4.777  2.163  -4.850
C  -3.203  3.205  -0.051
C  -1.838  2.810  -0.655
C  -0.905  4.027  -0.575
C  -2.049  2.458  -2.134
Sb  -0.780  1.074  0.317
C  -0.465  1.652  2.462
C  -1.660  2.377  3.084
C  -0.134  0.416  3.311
C  0.770  2.572  2.500
C  -2.166  -0.681  0.142
C  -2.004  -1.238  -1.285
C  -3.635  -0.331  0.393
C  -1.748  -1.798  1.111
H  -3.630  4.068  -0.606
H  -3.131  3.514  0.999
H  -3.944  2.398  -0.109
H  -1.331  4.890  -1.132
H  0.090  3.786  -1.006
H  -0.778  4.348  0.475
H  -2.474  3.322  -2.690
H  -2.764  1.622  -2.233
H  -1.086  2.173  -2.609
H  -2.581  1.763  2.994
H  -1.801  3.359  2.602
H  -1.473  2.588  4.159
H  -1.017  -0.224  3.441
H  0.170  0.717  4.338
H  0.696  -0.165  2.856
H  0.613  3.493  1.914
H  1.651  2.047  2.074
H  1.012  2.872  3.543
H  -2.293  -0.495  -2.049
H  -2.637  -2.140  -1.436
H  -0.946  -1.520  -1.470
H  -4.007  0.332  -0.407
H  -3.762  0.147  1.387
H  -4.266  -1.244  0.349
H  -0.670  -2.038  0.995
H  -2.337  -2.721  0.922
H  -1.963  -1.520  2.151
I  -0.895  -8.630  1.796
C  -0.100  -6.848  1.076
C  -0.460  -5.639  1.669
C  0.076  -4.444  1.182
C  0.974  -4.440  0.102
C  1.322  -5.672  -0.479
C  0.789  -6.871  0.003
C  1.555  -3.140  -0.424
O  2.361  -3.221  -1.404
O  1.191  -2.069  0.155
H  -1.151  -5.603  2.505
H  -0.201  -3.496  1.641
H  2.018  -5.682  -1.317
H  1.081  -7.803  -0.471
H  2.569  0.170  1.132

=====

# 3
A structure of composition C26H37IrN4PS, computed with the ωB97M-V functional and the def2-TZVPD basis.

Summary:
* multiplicity: 2
* LUMO level (alpha / beta): -0.4545 / -0.4604 Ha
* net charge: +4
* energy relative to the best compared isomer or geometry (same formula, charge and spin): 64.00 kJ/mol

Geometry (Å):
Ir  -0.343  -0.030  0.454
C  1.374  1.730  1.960
C  0.378  1.263  2.990
N  -0.308  0.027  2.464
C  -1.680  -0.118  3.043
C  -2.605  0.999  2.561
S  -2.296  1.409  0.805
C  -1.410  3.011  0.854
C  -0.053  2.883  0.183
N  0.740  1.674  0.604
H  2.235  1.062  1.924
H  1.731  2.739  2.174
H  -0.384  2.012  3.184
H  0.858  1.031  3.941
H  0.245  -0.782  2.756
H  -1.599  -0.114  4.133
H  -2.051  -1.096  2.739
H  -2.528  1.913  3.149
H  -3.641  0.674  2.632
H  -1.353  3.358  1.884
H  -2.015  3.733  0.307
H  0.549  3.772  0.382
H  -0.169  2.799  -0.899
H  1.510  1.631  -0.067
C  7.853  -0.243  -0.754
C  7.204  0.398  -1.809
C  5.831  0.520  -1.803
C  5.096  -0.028  -0.728
C  5.763  -0.666  0.344
C  7.134  -0.774  0.319
P  3.358  0.128  -0.658
C  2.597  1.101  -1.936
C  3.005  2.437  -2.099
C  2.422  3.217  -3.084
C  1.426  2.682  -3.894
C  1.003  1.365  -3.723
C  1.578  0.570  -2.745
C  2.474  -1.390  -0.330
C  3.168  -2.582  -0.580
C  2.597  -3.816  -0.316
C  1.318  -3.871  0.211
C  0.615  -2.690  0.430
C  1.148  -1.419  0.166
H  8.932  -0.330  -0.766
H  7.777  0.791  -2.638
H  5.328  0.998  -2.631
H  5.203  -1.070  1.179
H  7.655  -1.262  1.131
H  3.789  2.852  -1.475
H  2.753  4.237  -3.231
H  0.987  3.289  -4.676
H  0.253  0.951  -4.385
H  1.298  -0.473  -2.653
H  4.170  -2.542  -0.988
H  3.154  -4.722  -0.514
H  0.872  -4.826  0.456
H  -0.376  -2.777  0.867
N  -5.362  -3.571  -0.905
C  -4.371  -2.554  -1.427
C  -3.588  -1.830  -0.307
N  -2.186  -1.526  -0.681
H  -5.850  -4.027  -1.686
H  -6.089  -3.146  -0.320
H  -4.920  -4.316  -0.358
H  -4.957  -1.854  -2.019
H  -3.704  -3.089  -2.101
H  -3.590  -2.417  0.614
H  -4.079  -0.885  -0.084
H  -2.190  -0.944  -1.518
H  -1.687  -2.375  -0.938

=====

# 4
A structure of composition C26H37N2OSSiY, computed with the ωB97M-V functional and the def2-TZVPD basis.

Summary:
* multiplicity: 1
* LUMO level: -0.2039 Ha
* net charge: +2
* energy relative to the best compared isomer or geometry (same formula, charge and spin): 0.58 kJ/mol

Geometry (Å):
Y  0.124  0.446  0.642
C  0.341  0.684  2.920
Si  -0.740  2.193  3.107
C  0.011  3.395  1.818
N  0.270  2.780  0.472
C  -0.870  2.967  -0.477
C  -0.561  3.919  -1.630
C  0.165  5.147  -1.091
C  1.512  4.752  -0.458
C  1.545  3.260  -0.128
C  -2.460  1.666  2.539
C  -3.380  2.561  1.974
C  -4.702  2.201  1.756
C  -5.141  0.934  2.121
C  -4.257  0.032  2.696
C  -2.932  0.395  2.895
C  -0.802  3.103  4.717
C  0.384  3.497  5.347
C  0.356  4.199  6.540
C  -0.863  4.514  7.126
C  -2.049  4.128  6.520
C  -2.018  3.427  5.323
H  0.004  -0.131  3.568
H  1.361  0.940  3.237
H  0.983  3.668  2.240
H  -0.546  4.329  1.711
H  -1.722  3.335  0.089
H  -1.195  1.987  -0.896
H  -1.502  4.196  -2.107
H  0.043  3.431  -2.400
H  -0.471  5.639  -0.351
H  0.317  5.870  -1.891
H  1.692  5.332  0.447
H  2.341  4.967  -1.132
H  2.351  3.031  0.571
H  1.733  2.678  -1.038
H  -3.076  3.577  1.745
H  -5.397  2.916  1.334
H  -6.179  0.660  1.978
H  -4.604  -0.945  3.008
H  -2.263  -0.313  3.372
H  1.348  3.248  4.912
H  1.281  4.495  7.016
H  -0.887  5.059  8.061
H  -2.997  4.369  6.981
H  -2.953  3.126  4.863
C  3.101  -0.822  1.349
C  3.039  -1.056  -0.137
O  1.785  -0.511  -0.653
C  1.714  -0.612  -2.102
C  0.453  0.050  -2.598
H  4.020  -1.250  1.747
H  2.276  -1.305  1.881
H  3.115  0.244  1.590
H  3.068  -2.116  -0.389
H  3.853  -0.549  -0.657
H  1.740  -1.670  -2.366
H  2.602  -0.128  -2.510
H  -0.445  -0.437  -2.208
H  0.402  -0.031  -3.683
H  0.441  1.118  -2.361
S  -3.279  -2.878  -0.395
C  -3.943  -1.327  -0.635
C  -3.031  -0.374  -0.334
N  -1.807  -0.865  0.071
C  -1.821  -2.186  0.085
H  -4.960  -1.191  -0.964
H  -3.211  0.692  -0.344
H  -0.976  -2.795  0.376

=====

# 5
A structure of composition C26H37N5O3SSi2Sr, computed with the ωB97M-V functional and the def2-TZVPD basis.

Summary:
* multiplicity: 1
* LUMO level: 0.1496 Ha
* net charge: -2
* energy relative to the best compared isomer or geometry (same formula, charge and spin): 62.10 kJ/mol

Geometry (Å):
Sr  -1.153  0.196  -0.656
N  -0.704  2.155  -2.420
C  -1.943  2.811  -1.969
C  -3.159  1.855  -2.041
O  -3.674  1.728  -3.174
N  -3.476  1.259  -0.903
C  -4.475  0.208  -1.024
C  -4.011  -1.101  -1.705
O  -4.885  -1.824  -2.198
O  -2.760  -1.363  -1.670
H  0.070  2.803  -2.462
H  -0.843  1.724  -3.330
H  -2.202  3.674  -2.594
H  -1.782  3.155  -0.946
H  -5.368  0.552  -1.553
H  -4.776  -0.087  -0.012
N  1.839  3.486  1.231
C  2.540  2.550  0.478
C  3.907  2.403  0.746
C  4.645  1.536  -0.031
C  4.005  0.825  -1.036
C  2.645  1.022  -1.202
N  1.923  1.881  -0.482
C  0.499  3.542  1.596
C  0.141  4.553  2.503
C  -1.157  4.614  2.952
C  -2.073  3.679  2.481
C  -1.626  2.733  1.581
N  -0.364  2.656  1.133
H  2.430  4.015  1.849
H  4.365  2.949  1.563
H  5.702  1.397  0.160
H  4.530  0.100  -1.641
H  2.092  0.454  -1.942
H  0.886  5.260  2.851
H  -1.454  5.378  3.660
H  -3.106  3.680  2.800
H  -2.325  2.004  1.180
C  -1.899  -0.964  3.803
Si  -0.542  -0.614  2.448
C  0.570  0.597  3.505
C  0.576  -2.206  2.603
C  0.750  -2.773  3.873
C  1.511  -3.913  4.091
C  2.126  -4.529  3.010
C  1.973  -3.978  1.746
C  1.220  -2.821  1.505
Si  1.161  -2.142  -0.330
C  3.050  -2.380  -0.791
C  0.488  -3.697  -1.271
H  -1.510  -1.187  4.805
H  -2.541  -1.795  3.494
H  -2.542  -0.081  3.895
H  0.837  0.142  4.467
H  0.057  1.544  3.714
H  1.502  0.829  2.975
H  0.272  -2.307  4.730
H  1.617  -4.319  5.094
H  2.718  -5.430  3.149
H  2.458  -4.476  0.912
H  3.362  -3.430  -0.736
H  3.708  -1.801  -0.136
H  3.226  -2.047  -1.822
H  0.898  -4.634  -0.873
H  0.779  -3.618  -2.325
H  -0.603  -3.754  -1.243
C  0.086  -1.069  -5.889
S  -0.733  -1.068  -4.281
C  -2.332  -1.735  -4.760
H  0.197  -2.085  -6.272
H  1.078  -0.639  -5.748
H  -0.460  -0.466  -6.617
H  -2.876  -1.028  -5.387
H  -2.882  -1.897  -3.834
H  -2.203  -2.688  -5.277

=====

# 6
A structure of composition C26H38AlAsBrFN5O3SSi2, computed with the ωB97M-V functional and the def2-TZVPD basis.

Summary:
* multiplicity: 1
* LUMO level: -0.1137 Ha
* net charge: +1

Geometry (Å):
Al  12.311  14.050  9.228
N  11.299  13.429  10.969
N  12.109  12.441  11.538
C  13.413  12.743  11.762
N  14.195  11.863  12.378
S  13.968  14.250  11.293
H  11.160  14.253  11.616
H  10.358  13.035  10.860
H  11.642  11.689  12.040
H  13.788  11.010  12.673
H  15.204  11.981  12.525
C  9.393  20.469  7.113
C  10.806  20.475  7.720
C  11.715  21.426  6.939
C  13.045  21.543  7.638
C  13.686  20.212  8.003
C  14.979  20.120  8.333
C  15.568  18.892  8.614
F  16.891  18.892  8.884
C  14.800  17.751  8.664
C  13.461  17.814  8.290
C  12.656  16.611  8.333
O  13.242  15.499  8.679
C  11.256  16.797  8.208
C  10.773  18.085  7.963
N  11.500  19.177  7.804
C  12.886  19.071  8.005
C  10.242  15.723  8.353
O  9.081  16.017  8.158
O  10.708  14.543  8.687
H  9.132  21.548  6.961
H  8.634  20.055  7.787
H  9.403  19.933  6.146
H  10.722  20.874  8.739
H  11.311  22.425  6.795
H  11.760  21.016  5.900
H  12.865  22.098  8.573
H  13.795  22.163  7.112
H  15.603  20.986  8.411
H  15.187  16.809  8.975
H  9.712  18.153  7.851
Br  9.018  11.363  13.200
C  8.033  11.613  11.548
C  7.078  10.671  11.175
C  6.529  10.832  9.900
C  6.801  11.943  9.133
C  7.665  12.888  9.693
N  8.304  12.686  10.845
H  6.882  9.837  11.847
H  5.811  10.083  9.573
H  6.335  12.084  8.185
H  7.940  13.762  9.123
C  12.508  8.982  7.277
Si  11.744  10.591  7.952
C  10.413  11.239  6.707
C  10.852  10.138  9.571
As  13.473  12.077  8.389
Si  14.395  12.735  6.329
C  14.758  11.235  5.187
C  13.304  13.982  5.399
C  16.015  13.632  6.840
H  11.677  8.279  6.994
H  13.143  8.471  7.989
H  13.108  9.132  6.389
H  9.606  10.487  6.713
H  10.818  11.192  5.677
H  10.086  12.259  6.948
H  10.276  9.238  9.303
H  10.068  10.847  9.887
H  11.491  9.888  10.429
H  13.823  10.822  4.823
H  15.317  10.421  5.636
H  15.277  11.609  4.316
H  12.311  13.654  5.055
H  13.867  14.264  4.491
H  13.209  14.900  5.998
H  16.790  12.937  7.131
H  15.942  14.364  7.647
H  16.421  14.156  5.998

=====

Max |F| values (in eV/Å) by entry order: 1.61, 5.48, 1.07, 0.25, 1.17, 2.48.